Formula: C15H21N5O
Source: the Open Molecules 2025 dataset
Level of theory: ωB97M-V/def2-TZVPD

The geometry in XYZ format:
```
42
Properties=species:S:1:pos:R:3:forces:R:3:nbo_charge:R:1
C -3.380 -2.129 -0.516 -9.107 11.215 3.839 -0.533
C -3.082 -1.039 -1.641 -4.799 6.366 14.477 -0.346
C -4.178 0.123 -1.642 -4.703 -3.867 -1.987 -0.376
C -4.256 0.911 -0.409 -5.007 -2.248 1.217 -0.082
O -3.136 1.590 -0.524 3.908 2.412 2.856 -0.508
C -2.077 1.267 0.305 2.152 3.347 -1.426 0.340
C -2.062 0.442 1.567 11.455 7.244 -11.755 -0.244
C -0.774 0.260 1.842 -0.981 -3.078 5.108 -0.149
C 0.384 0.718 1.323 3.510 -2.740 4.717 -0.141
C 1.793 0.365 2.018 -1.837 -2.367 -1.061 -0.217
N 2.377 -0.756 1.023 -12.770 -0.781 12.287 -0.327
C 1.895 -2.036 1.188 -5.878 0.645 0.671 -0.394
C 3.250 -0.453 0.371 13.102 -0.001 -14.022 0.621
N 3.751 -1.409 -0.635 -4.548 -0.613 5.667 -0.550
C 4.702 -0.983 -1.271 4.271 4.050 -4.341 0.273
N 5.334 0.289 -1.595 -4.266 -1.830 4.882 -0.570
C 4.655 1.038 -0.623 5.388 3.609 -4.950 0.615
N 5.125 2.474 -0.767 -0.062 -1.807 -0.520 -0.908
N 3.784 0.685 0.248 0.438 5.698 2.151 -0.667
C 0.424 1.457 0.279 -3.498 5.459 -6.254 -0.144
C -0.883 2.030 -0.267 0.368 -4.997 2.142 -0.285
H -2.787 -2.769 -0.629 9.517 -9.412 -0.756 0.157
H -4.329 -2.669 -0.554 -0.413 0.561 -0.773 0.202
H -3.487 -1.666 0.649 1.008 -1.357 -3.231 0.169
H -3.226 -1.464 -2.365 -1.543 -7.894 -14.504 0.167
H -2.284 -0.507 -1.470 5.128 1.763 0.473 0.201
H -4.191 0.869 -2.460 0.745 -0.721 0.073 0.217
H -5.288 -0.446 -1.831 2.695 1.312 0.523 0.163
H -4.425 0.226 0.511 0.713 1.217 -1.151 0.168
H -5.192 1.568 -0.426 1.296 -0.472 0.074 0.184
H -2.846 0.257 1.894 -12.232 -3.981 6.106 0.175
H -0.767 -0.402 2.726 1.060 0.292 -0.040 0.200
H 1.686 -0.170 3.061 0.233 1.316 -2.081 0.218
H 2.466 1.239 1.955 -0.335 -0.836 0.340 0.266
H 0.765 -2.208 0.915 1.589 1.143 0.443 0.197
H 1.932 -2.300 2.178 0.335 -0.801 2.528 0.195
H 2.273 -2.731 0.615 2.877 -3.153 -2.889 0.243
H 5.017 -1.705 -1.880 2.045 -2.805 -2.800 0.153
H 4.773 3.092 0.025 1.187 -0.677 -2.016 0.400
H 5.913 2.707 -1.664 -3.493 -0.979 4.281 0.449
H 1.329 1.681 -0.256 0.373 0.426 0.147 0.229
H -0.977 2.554 -1.265 0.080 -0.657 1.558 0.240
```
Positions in Å, forces in eV/Å.

Results
DFT total energy: -25380.14531 eV
SMILES: CCCCOc1ccc(CN(C)c2ncnc(N)n2)cc1
highest occupied orbital energy: -8.293 eV
relative energy (zero: lowest compared OMol25 entry of this formula, charge and spin): 14.821 eV
LUMO energy: 0.611 eV

Formula: C40H46AsN3O4PbS6
Source: the Open Molecules 2025 dataset
Level of theory: ωB97M-V/def2-TZVPD

The geometry in XYZ format:
```
101
Properties=species:S:1:pos:R:3:forces:R:3:lowdin_charge:R:1
Pb -0.595 1.344 1.391 -0.381 0.328 -0.209 1.079
C -5.945 1.132 -0.825 0.014 0.052 -0.023 -0.554
C -4.916 0.397 -1.680 0.048 0.030 0.013 -0.520
S -3.223 0.512 -1.042 0.043 -0.120 0.101 0.773
C -2.342 1.398 -2.344 -0.101 0.063 0.007 -0.573
C -2.675 2.881 -2.449 -0.091 -0.053 0.101 -0.518
S -2.132 3.772 -0.963 -0.003 0.066 0.019 0.854
C -3.658 4.440 -0.247 0.055 -0.099 0.019 -0.535
C -4.666 3.435 0.310 -0.007 0.005 -0.079 -0.523
S -5.918 2.941 -0.926 0.051 -0.042 -0.035 0.862
H -5.865 0.834 0.222 -0.006 -0.016 -0.003 0.075
H -6.948 0.861 -1.161 -0.006 -0.026 0.021 0.066
H -4.927 0.769 -2.704 -0.012 0.002 -0.004 0.083
H -5.166 -0.666 -1.710 -0.059 0.041 -0.028 0.046
H -2.496 0.874 -3.289 0.029 -0.005 0.002 0.076
H -1.292 1.263 -2.079 0.032 -0.023 -0.086 0.015
H -3.746 3.035 -2.570 0.001 0.014 -0.046 0.038
H -2.170 3.315 -3.314 0.038 -0.025 0.018 0.071
H -4.128 5.116 -0.962 -0.024 0.025 0.010 0.069
H -3.276 5.049 0.575 -0.011 0.029 0.007 0.069
H -5.201 3.884 1.147 0.015 0.020 0.019 0.068
H -4.156 2.540 0.656 0.005 -0.006 0.041 0.038
S 0.952 1.242 3.484 0.141 -0.168 0.057 0.534
C 2.264 0.048 3.424 0.002 0.069 0.034 -0.678
C 3.248 0.206 4.408 -0.010 -0.009 -0.032 -0.129
C 4.329 -0.650 4.484 -0.021 0.030 0.000 -0.079
C 4.457 -1.694 3.578 0.019 -0.014 0.014 -0.088
C 3.495 -1.865 2.600 -0.021 0.045 -0.034 -0.102
C 2.395 -1.009 2.512 -0.067 0.076 0.033 -0.410
As 1.108 -1.144 1.065 0.355 -0.224 0.067 1.227
C 1.817 -2.723 0.165 0.025 0.010 0.007 -0.421
C 1.545 -4.000 0.645 0.067 -0.067 -0.062 -0.118
C 2.130 -5.112 0.046 -0.004 0.011 0.024 -0.108
C 2.981 -4.954 -1.039 0.010 0.038 -0.012 -0.087
C 3.251 -3.679 -1.523 -0.006 -0.046 0.002 -0.073
C 2.673 -2.570 -0.922 -0.038 -0.024 -0.026 -0.147
C -0.421 -1.989 1.927 -0.106 0.142 0.011 -0.454
C -0.498 -2.216 3.294 -0.034 -0.152 0.002 -0.097
C -1.645 -2.785 3.837 -0.001 0.020 -0.008 -0.072
C -2.719 -3.114 3.021 0.031 0.002 -0.009 -0.085
C -2.653 -2.867 1.654 0.045 -0.017 -0.005 -0.082
C -1.510 -2.297 1.110 0.002 0.002 0.025 -0.144
H 3.160 1.036 5.097 0.002 -0.021 0.008 0.098
H 5.085 -0.490 5.243 -0.007 0.002 0.003 0.106
H 5.306 -2.364 3.624 -0.006 0.007 0.003 0.101
H 3.613 -2.669 1.886 -0.028 -0.028 -0.013 0.090
H 0.888 -4.130 1.495 -0.001 -0.015 0.024 0.105
H 1.927 -6.102 0.437 -0.002 0.011 0.003 0.106
H 3.440 -5.819 -1.501 -0.008 0.015 0.003 0.104
H 3.909 -3.548 -2.372 -0.002 0.001 0.008 0.108
H 2.872 -1.586 -1.324 0.019 0.034 0.026 0.081
H 0.337 -1.965 3.937 0.011 0.047 -0.003 0.102
H -1.699 -2.965 4.903 -0.009 0.000 -0.007 0.106
H -3.611 -3.554 3.450 0.012 0.006 -0.007 0.102
H -3.492 -3.108 1.012 -0.005 0.018 0.007 0.101
H -1.469 -2.070 0.048 -0.023 0.020 0.032 0.065
C 1.980 2.215 -3.498 0.021 0.011 0.028 -0.036
C 2.760 2.668 -2.293 -0.037 -0.080 -0.017 -0.258
C 3.014 1.804 -1.237 0.025 -0.010 0.010 -0.038
C 3.678 2.233 -0.095 -0.061 0.115 -0.058 -0.043
C 4.098 3.550 -0.026 -0.115 -0.027 -0.045 -0.286
C 3.880 4.428 -1.084 -0.001 -0.013 0.034 -0.062
C 3.213 3.984 -2.207 -0.012 0.050 -0.035 -0.032
S 4.852 4.167 1.441 0.007 -0.157 0.097 0.615
O 5.013 3.055 2.329 0.067 -0.001 -0.013 -0.285
O 5.950 5.002 1.047 0.074 0.026 0.073 -0.293
N 3.787 5.191 2.142 -0.408 0.109 -0.178 -0.136
C 2.442 4.756 2.548 0.234 -0.010 0.091 -0.182
C 1.294 5.095 1.568 0.051 0.034 -0.105 -0.066
C 0.420 3.876 1.393 0.127 0.127 0.027 -0.763
O -0.597 3.721 2.111 0.006 -0.153 -0.022 -0.146
O 0.810 2.983 0.574 -0.003 0.004 0.058 -0.212
H 1.849 1.134 -3.505 -0.013 -0.037 -0.001 0.054
H 2.479 2.509 -4.423 0.001 -0.007 0.001 0.083
H 0.988 2.671 -3.504 -0.005 0.001 0.014 0.080
H 2.648 0.787 -1.293 -0.008 -0.072 -0.004 0.085
H 3.844 1.574 0.748 0.006 -0.015 -0.008 0.113
H 4.235 5.450 -1.021 0.015 -0.022 0.004 0.117
H 3.031 4.666 -3.029 0.008 -0.010 0.009 0.117
H 3.854 6.109 1.723 -0.020 0.038 0.069 0.111
H 2.238 5.219 3.512 -0.034 -0.043 0.057 0.121
H 2.485 3.681 2.728 0.081 -0.015 -0.010 0.089
H 1.697 5.376 0.594 0.018 -0.042 -0.007 0.114
H 0.689 5.911 1.959 0.017 0.019 -0.044 0.118
C -0.987 -6.038 -1.214 0.003 0.013 -0.011 0.000
C -1.562 -4.823 -1.864 0.082 -0.087 0.023 -0.268
C -2.858 -4.702 -2.258 -0.080 0.009 -0.013 0.014
C -3.252 -3.477 -2.844 0.034 0.095 -0.047 -0.310
N -2.440 -2.456 -3.002 0.133 -0.051 -0.011 0.114
C -1.148 -2.551 -2.581 -0.232 -0.010 0.112 -0.831
S -0.062 -1.293 -2.612 -0.012 0.059 -0.161 0.657
N -0.744 -3.766 -2.056 0.071 0.063 0.047 0.114
C -4.666 -3.289 -3.304 -0.004 0.002 -0.013 -0.022
H -1.564 -6.919 -1.486 -0.017 0.000 0.012 0.089
H -1.021 -5.923 -0.129 0.015 0.019 0.012 0.095
H 0.053 -6.184 -1.501 -0.022 0.001 -0.021 0.077
H -3.551 -5.521 -2.136 0.011 0.022 -0.014 0.120
H 0.219 -3.804 -1.738 0.002 -0.015 0.003 0.112
H -5.116 -4.231 -3.614 0.004 0.009 0.005 0.080
H -4.694 -2.571 -4.120 -0.005 0.000 0.020 0.087
H -5.260 -2.887 -2.479 0.006 -0.033 -0.013 0.077
```
Positions in Å, forces in eV/Å.

Results
DFT total energy: -185986.98485 eV
highest occupied orbital energy: -7.675 eV
relative energy (zero: lowest compared OMol25 entry of this formula, charge and spin): 0.000 eV
LUMO energy: -0.100 eV

Formula: C6H7N
Source: the Open Molecules 2025 dataset
Level of theory: ωB97M-V/def2-TZVPD

The geometry in XYZ format:
```
14
Properties=species:S:1:pos:R:3:forces:R:3:nbo_charge:R:1
C 0.161 0.445 -1.915 0.649 0.789 -1.240 -0.340
C 0.220 -0.256 -0.652 0.169 0.905 -0.937 0.170
C 0.629 1.512 -2.547 -1.201 -2.480 1.281 0.183
C 0.866 -0.280 0.463 -0.698 -0.548 2.802 -0.219
C 1.884 0.705 0.945 -0.235 1.545 -1.214 -0.663
C -2.102 -0.469 -1.424 -0.359 3.237 0.596 -0.428
N -0.676 -0.830 -1.503 0.096 0.965 -2.154 -0.278
H 0.388 -0.944 1.207 0.713 0.026 -0.325 0.219
H 2.756 0.721 0.233 -0.005 -0.678 1.535 0.245
H 1.963 0.716 2.059 0.777 -0.378 -1.168 0.238
H 1.541 1.729 0.680 -0.353 -0.381 0.377 0.231
H -2.527 -1.110 -0.625 -0.086 0.606 -0.540 0.218
H -2.684 -0.514 -2.397 1.153 -0.495 1.147 0.228
H -2.091 0.740 -1.159 -0.620 -3.112 -0.160 0.197
```
Positions in Å, forces in eV/Å.

Results
DFT total energy: -7817.91666 eV
highest occupied orbital energy: -9.291 eV
relative energy (zero: lowest compared OMol25 entry of this formula, charge and spin): 7.731 eV
LUMO energy: -0.753 eV